Arrangement P

Molecular formula: C50H58F6N5O6S2ScSi
Method: DFT, ωB97M-V/def2-TZVPD

## Properties
Molar mass = 1076.207 g mol⁻¹

Structure (ORCA input):
```
! wB97M-V def2-TZVPD RIJCOSX def2/J DEFGRID3
* xyz 0 1
Sc 0.7974 -0.2905 -0.2971
S 2.9976 0.2717 2.4441
S 1.0844 2.2768 2.7835
Si 1.1266 -3.0368 0.3191
F 5.4287 0.7052 3.2789
F 4.7213 2.1641 1.8551
F 5.2663 0.1785 1.1840
F 0.6957 4.7959 2.2997
F 2.3080 4.3815 3.6866
F 2.5933 4.0442 1.5725
O -1.3559 0.4654 -1.2576
O 0.1812 2.4482 3.8982
O 3.1224 -0.8696 3.2840
O 0.3364 -1.0062 -2.6866
O 2.4665 0.0962 1.1025
O 0.4883 1.8446 1.5338
N 1.7413 1.9882 -1.5028
N 2.3439 1.4764 3.2246
N -0.0479 0.6919 -4.1151
N 2.6387 -0.7252 -1.6086
N -1.9425 0.5795 3.8896
C -4.8627 1.2046 -0.8321
C 3.7047 -0.3590 -3.6007
C 3.2295 3.9050 -1.2885
C 3.2764 -1.8372 -1.9850
C 4.4157 -5.6069 -0.1920
C 1.7216 3.9866 2.5608
C -1.8720 -1.1463 1.9960
C 0.2261 -0.6015 -3.8364
C -1.0354 -4.8088 4.1386
C 2.4133 6.1828 -1.3071
C 0.3688 -1.5293 -5.0106
C -0.7463 -4.7502 1.7477
C -6.1659 0.7932 -1.0296
C -1.3714 -5.2719 2.8746
C 1.9108 3.4154 -1.4026
C 4.8035 -4.4415 1.8626
C -3.8047 0.5211 -1.4845
C -4.1165 -0.5249 -2.3731
C 4.7207 0.8742 2.1696
C 3.9484 -1.6688 -3.2075
C 0.8509 4.3355 -1.4377
C -3.1104 -1.2633 -3.1944
C -5.4498 -0.8828 -2.5566
C -2.4446 1.0129 -1.1523
C -1.1614 -1.2231 0.7890
C 5.3722 3.0314 -2.3738
C 2.8019 -3.9430 0.5691
C -0.0690 -3.8179 4.2629
C -1.7658 -2.0564 -0.1767
C 2.4820 1.5264 -2.4718
C -1.1774 -0.5281 3.1661
C 3.2292 -4.9032 -0.3558
C -1.3782 4.3981 -0.3125
C -6.4822 -0.2544 -1.8900
C 3.6158 -3.7431 1.6872
C 1.1229 5.7006 -1.4027
C -2.8194 0.1097 4.9900
C 5.2128 -5.3736 0.9193
C 3.4516 5.2761 -1.2403
C -0.5931 3.9446 -1.5480
C -2.6754 1.4635 2.9437
C -7.9114 -0.6721 -2.0861
C -3.0944 -1.8039 2.2000
C 2.8963 0.1976 -2.5982
C -2.9778 -2.6956 0.0001
C 0.5342 -3.2913 3.1281
C 4.4542 3.0239 -1.1503
C -3.6706 -2.5549 1.1979
C 0.2147 -3.7419 1.8426
C -4.6472 2.3807 0.0909
H 1.2848 -2.5158 3.2517
H -3.3193 0.8349 2.3349
H -1.5122 -5.2237 5.0187
H -8.3474 -1.0070 -1.1433
H -1.1314 3.7689 0.5450
H 4.7144 -6.3416 -0.9306
H -5.5824 2.6283 0.5900
H 4.5585 -2.4064 -3.7051
H -6.9645 1.3068 -0.5052
H -2.1036 -1.0297 -2.9128
H 4.0826 0.1561 -4.4724
H -7.9924 -1.4846 -2.8062
H -0.0152 1.3613 -3.3616
H 3.3264 -3.0284 2.4449
H -5.6735 -1.6928 -3.2430
H -1.0193 4.4141 -2.4405
H 0.5114 -2.5399 -4.6403
H 6.1395 -5.9183 1.0527
H -1.2520 -2.2255 -1.1174
H -1.1940 1.1606 4.2854
H 4.4716 5.6306 -1.1354
H 0.5816 -3.8616 -0.8136
H -0.6690 2.8690 -1.6788
H -0.2646 -0.0636 2.8055
H -2.3232 -0.6990 5.5197
H -3.8997 2.1834 0.8593
H -2.4587 2.0117 -0.7146
H -3.0047 0.9428 5.6647
H -8.5138 0.1644 -2.4443
H -1.9486 1.9729 2.3174
H 0.2931 6.3969 -1.4629
H -0.9131 -1.2570 3.9299
H 3.2645 -2.7198 -1.3708
H 2.6053 7.2475 -1.2736
H 4.1806 2.0017 -0.8913
H -3.2518 -2.3394 -3.0840
H -1.1273 5.4261 -0.0499
H 5.4107 -4.2551 2.7408
H -4.6150 -3.0591 1.3595
H -2.4531 4.3626 -0.4766
H 4.8828 2.6288 -3.2613
H 1.2417 -1.2411 -5.5977
H -1.0138 -5.1359 0.7697
H -0.5136 -1.4843 -5.6510
H 5.6954 4.0476 -2.6078
H -3.5856 -1.7684 3.1677
H -3.2614 -1.0238 -4.2510
H -0.0362 1.0252 -5.0618
H -2.1179 -6.0503 2.7654
H 2.6133 -5.1117 -1.2252
H -3.7592 -0.2416 4.5751
H -4.3266 3.2675 -0.4579
H -3.2587 2.1836 3.5139
H 6.2617 2.4285 -2.1860
H 2.8618 2.2219 -3.2246
H 5.0299 3.4095 -0.3069
H -3.3791 -3.3318 -0.7817
H 0.2230 -3.4648 5.2469
*
```

=====

Arrangement Q

Molecular formula: C50H58F6N5O6S2ScSi
Method: DFT, ωB97M-V/def2-TZVPD

## Properties
Molar mass = 1076.207 g mol⁻¹

Structure (ORCA input):
```
! wB97M-V def2-TZVPD RIJCOSX def2/J DEFGRID3
* xyz 0 1
Sc -0.1995 -0.6962 0.6068
S 2.0851 0.1850 -2.9957
S 2.2708 -1.9118 -1.2447
Si 1.5131 0.5476 2.4024
F 3.4588 -0.5821 -5.1658
F 1.0294 -3.6754 -2.9342
F 3.1813 -3.6907 -3.0322
F 2.1798 -4.6563 -1.4038
F 1.4005 -1.2147 -5.1444
F 1.9024 0.8376 -5.5880
O 0.6785 0.2293 -2.7469
O 3.2737 -2.3111 -0.3085
O 2.8233 1.4029 -2.8704
O -1.1384 0.3082 -0.8995
O 0.9110 -1.7303 -0.8034
O 2.4538 0.2612 -0.3628
N -1.6763 2.2232 0.8974
N 0.3661 -4.4596 2.0367
N -1.3820 -0.2774 2.4047
N 2.8080 -1.1084 -2.4719
N 4.6782 0.0861 -0.6341
C 3.5780 0.7943 -0.4130
C -3.9183 -4.3953 0.4238
C -4.1293 -3.0269 0.3850
C -4.3354 3.1417 -0.2011
C -0.7520 5.4506 -0.5652
C -1.9629 5.9559 -1.0041
C -2.2952 0.7235 2.6556
C -2.5025 -0.7543 4.3171
C -1.7014 -2.5590 0.4714
C 0.7941 4.0102 2.0261
C -3.0109 0.4381 3.8258
C -3.0519 3.9264 -0.2506
C 1.5677 -5.2784 2.2013
C 3.7737 2.2662 -0.2003
C 0.6482 3.6994 0.5358
C -2.8690 -0.6365 -3.1034
C -5.3770 3.8173 0.6901
C 4.0364 -0.8177 2.2510
C -4.7328 0.2555 -4.3728
C -1.3723 0.9822 -1.8993
C -2.9841 1.7435 -3.5931
C -4.0491 -0.8118 -3.8132
C 0.3444 0.9859 5.0650
C -1.8300 3.4394 0.2470
C -6.0342 0.0654 -5.0867
C -1.5502 -3.9637 0.5298
C 2.2247 -0.2143 -4.8271
C 1.7205 -0.9569 4.8722
C 1.1810 0.1896 4.2847
C 1.4348 -1.2965 6.1815
C 0.0586 0.6524 6.3777
C -2.1112 -1.8594 -2.7047
C -2.3813 0.6693 -2.8936
C 2.1446 -3.5666 -2.2021
C -2.3874 3.1161 -3.6052
C -0.6368 -4.7338 3.0671
C -3.0548 -2.1492 0.4022
C -4.1546 1.5201 -4.2939
C -0.1779 -4.5834 0.6548
C -2.6219 -4.8566 0.5019
C 5.3807 -1.0472 2.4796
C -2.4159 1.9129 1.9006
C -1.5156 -1.1450 3.4241
C 6.1514 -0.0776 3.0985
C -0.6694 4.2098 0.0375
C 0.5967 -0.4939 6.9403
C 4.2318 1.3570 3.2340
C 3.4325 0.3794 2.6368
C 5.5760 1.1287 3.4654
C -3.0925 5.1751 -0.8643
H -4.1417 2.1297 0.1550
H 1.2955 -6.3328 2.1314
H 0.0032 3.5131 2.5816
H -1.8173 -2.3869 -3.6120
H -3.1557 2.6204 2.2983
H -4.7403 -5.0950 0.3741
H -2.4939 3.6017 -2.6378
H -0.0924 1.8779 4.6390
H 1.8785 -2.1833 6.6176
H 3.7907 2.2997 3.5340
H -2.7392 -2.5318 -2.1234
H -4.4330 -1.8151 -3.9357
H 0.7235 5.0836 2.1997
H -6.2397 -0.9906 -5.2426
H -0.8543 -1.9901 3.5069
H 3.3142 2.7791 -1.0430
H -1.4491 -4.0108 2.9890
H 1.4582 4.1744 -0.0205
H 1.7491 3.6575 2.4076
H 0.6476 -3.4657 2.1208
H -2.8905 3.7282 -4.3491
H -4.7391 3.0617 -1.2167
H -0.1899 -4.6440 4.0560
H 3.4399 -1.5702 1.7647
H -0.9153 1.9771 -1.9776
H 0.3611 -0.7585 7.9631
H -6.0198 0.5767 -6.0479
H -1.0410 -5.7371 2.9346
H 7.1957 -0.2603 3.3049
H 6.1786 1.8834 3.9507
H -2.4322 -5.9240 0.5188
H 5.8247 -1.9873 2.1828
H -5.1368 -2.6396 0.3132
H 5.5730 0.5363 -0.7235
H 2.2859 -5.0379 1.4186
H 4.5900 -0.9083 -0.8005
H 2.0212 -5.0824 3.1719
H 0.6790 2.6145 0.3695
H -2.8046 -1.2768 5.2056
H -6.8472 0.4935 -4.4994
H -1.3296 3.0656 -3.8509
H -5.5645 4.8346 0.3558
H -3.7972 1.0341 4.2504
H -3.2808 -1.0863 0.3430
H -6.3144 3.2696 0.6513
H -4.0361 5.5346 -1.2499
H 0.5240 -4.0682 0.0007
H -2.0193 6.9364 -1.4555
H 4.8299 2.5147 -0.1555
H -5.0345 3.8564 1.7217
H -0.2073 -5.6493 0.4042
H 0.1477 6.0328 -0.6993
H 2.3609 -1.5956 4.2802
H -4.6433 2.3461 -4.7945
H -1.2111 -1.6209 -2.1469
H 3.2849 2.5739 0.7196
H -0.5899 1.2909 6.9616
H 1.2309 -2.0267 1.9285
*
```

=====

Relative energies with respect to the most stable structure, expressed in kcal/mol: arrangement P 0.0; arrangement Q 41.3.

=====

Arrangement P

Molecular formula: C2H8S2
Method: DFT, ωB97M-V/def2-TZVPD

## Properties
Molar mass = 96.220 g mol⁻¹
SMILES = CSC.S

Structure (ORCA input):
```
! wB97M-V def2-TZVPD RIJCOSX def2/J DEFGRID3
* xyz 0 1
S 0.5643 0.9287 -0.0600
S -3.0372 -0.0375 -0.9505
C -0.3177 -0.5806 0.3129
C 2.2390 0.5545 0.7272
H -2.5206 -0.3761 -2.1557
H -0.6687 -1.2468 -0.4805
H 2.6178 -0.4415 0.4508
H -3.3968 1.0969 -1.5846
H 2.3235 0.8165 1.7670
H 2.8427 1.1611 0.0568
H 0.4030 -1.2749 0.7896
H -1.0493 -0.6005 1.1269
*
```

=====

Arrangement Q

Molecular formula: C2H8S2
Method: DFT, ωB97M-V/def2-TZVPD

## Properties
Molar mass = 96.220 g mol⁻¹
SMILES = CS.CS

Structure (ORCA input):
```
! wB97M-V def2-TZVPD RIJCOSX def2/J DEFGRID3
* xyz 0 1
S 2.8541 0.2908 0.7761
S -1.8494 0.1628 -0.2381
C 1.3389 1.3058 0.5869
C -1.3966 -1.4591 -0.8972
H 2.9377 0.2576 2.1231
H 1.4633 2.3591 0.8900
H -2.9737 0.3927 -0.9491
H -2.1137 -2.1974 -0.5007
H 0.9784 1.2799 -0.4552
H -1.4335 -1.4895 -1.9992
H -0.3820 -1.7438 -0.5713
H 0.5765 0.8411 1.2346
*
```

=====

Relative energies with respect to the most stable structure, expressed in kcal/mol: arrangement P 13.7; arrangement Q 0.0.

=====

Arrangement P

Molecular formula: C2H2S3
Method: DFT, ωB97M-V/def2-TZVPD

## Properties
Molar mass = 122.239 g mol⁻¹

Structure (ORCA input):
```
! wB97M-V def2-TZVPD RIJCOSX def2/J DEFGRID3
* xyz 0 1
S -2.2163 -1.0356 0.5317
S 1.3384 1.6007 0.9723
S 1.1193 -1.0295 -0.7146
C -1.4377 0.1779 -0.0111
C 0.6303 0.4058 0.1407
H -1.9248 1.1940 -0.2856
H 2.4908 -1.3133 -0.6334
*
```

=====

Arrangement Q

Molecular formula: C2H2S3
Method: DFT, ωB97M-V/def2-TZVPD

## Properties
Molar mass = 122.239 g mol⁻¹

Structure (ORCA input):
```
! wB97M-V def2-TZVPD RIJCOSX def2/J DEFGRID3
* xyz 0 1
S -2.2541 0.0170 -0.6936
S -2.8512 1.5496 0.3776
S -1.6004 -1.4358 0.3360
C 1.5482 -0.6302 -0.1816
C 1.5903 0.5140 0.1568
H 1.7746 -1.5380 -0.4245
H 1.7927 1.5235 0.4293
*
```

=====

Relative energies with respect to the most stable structure, expressed in kcal/mol: arrangement P 5.2; arrangement Q 0.0.